Formula: C23H30IrN4O2PS2
Source: the Open Molecules 2025 dataset
Level of theory: ωB97M-V with the def2-TZVPD basis set

Summary:
multiplicity = 1
HOMO-LUMO gap = 6.476 eV
E_tot = -68193.153 eV

XYZ file:
```
63
C23H30IrN4O2PS2, DFT ωB97M-V with the def2-TZVPD basis set
Ir 0.060 0.299 -0.130
C -2.920 -0.288 -1.501
N -2.655 -0.163 -0.060
C -3.162 -1.289 0.711
C -2.396 -2.551 0.409
C -3.012 -3.679 -0.115
C -2.240 -4.802 -0.370
C -0.884 -4.752 -0.093
C -0.361 -3.578 0.437
N -1.097 -2.506 0.690
C -3.110 1.099 0.457
C -2.283 2.291 0.047
C -2.865 3.550 0.135
C -2.113 4.678 -0.114
C -0.775 4.510 -0.441
C -0.266 3.233 -0.515
N -1.001 2.131 -0.301
C -1.771 0.126 -2.380
C -1.965 0.749 -3.566
C -0.807 0.970 -4.426
C 0.418 0.584 -4.053
C 0.649 -0.041 -2.706
N -0.574 -0.340 -1.949
H -3.812 0.292 -1.777
H -3.137 -1.335 -1.722
H -4.238 -1.454 0.538
H -3.029 -1.065 1.771
H -4.074 -3.667 -0.329
H -2.688 -5.696 -0.785
H -0.237 -5.598 -0.280
H 0.695 -3.495 0.671
H -3.086 1.065 1.551
H -4.155 1.309 0.171
H -3.910 3.620 0.407
H -2.553 5.664 -0.046
H -0.122 5.349 -0.632
H 0.777 3.070 -0.743
H -2.961 1.010 -3.898
H -0.956 1.435 -5.394
H 1.276 0.734 -4.698
H 1.202 -0.985 -2.808
C 2.974 -2.918 4.072
C 3.457 -1.559 3.625
O 2.319 -0.677 3.498
P 2.013 0.011 2.102
S 0.327 1.038 2.218
S 1.862 -1.289 0.581
O 3.294 0.956 1.989
C 3.738 1.548 0.762
C 5.156 2.026 0.962
H 3.825 -3.569 4.272
H 2.356 -3.373 3.298
H 2.382 -2.828 4.982
H 3.985 -1.624 2.671
H 4.126 -1.102 4.354
H 3.069 2.377 0.517
H 3.674 0.804 -0.030
H 5.209 2.756 1.770
H 5.520 2.493 0.046
H 5.811 1.189 1.206
C 1.355 0.829 -1.653
H 1.301 1.886 -1.930
H 2.387 0.541 -1.476
```